No. 1
{"formula": "C5H6O3", "method": "ωB97M-V/def2-TZVPD", "total_charge": 0, "orbital_gap_ev": 10.012, "energy_ha": -419.659844, "relative_energy_kj_mol": 471.4, "species": ["C", "C", "C", "C", "C", "H", "H", "H", "H", "H", "H", "O", "O", "O"], "positions_angstrom": [[-0.43192, 1.10078, -0.67612], [-0.61586, -0.21604, -1.18764], [-0.33736, -0.80722, 0.21088], [1.15414, -0.66082, 0.54519], [-0.40840, 1.08981, 0.96150], [-0.02175, -0.64458, -2.18006], [-1.65184, -0.54554, -1.64224], [-0.48239, -1.91275, 0.62785], [1.72271, -1.48444, 1.25239], [1.72961, -0.44781, -0.60228], [-0.57216, 1.89311, 1.48276], [-0.18553, 2.15458, -1.16321], [1.07558, 0.64510, 1.27124], [-0.97484, -0.16418, 1.09975]], "nbo_charge": [0.520, -0.577, 0.025, -0.108, 0.286, 0.278, 0.280, 0.225, 0.225, 0.170, 0.196, -0.489, -0.557, -0.475]}


No. 2
{"formula": "C11H21IInN3O2P2", "method": "ωB97M-V/def2-TZVPD", "total_charge": 2, "orbital_gap_ev": 4.448, "energy_ha": -1916.386144, "species": ["C", "C", "H", "H", "H", "O", "I", "In", "P", "C", "C", "H", "H", "H", "H", "H", "H", "C", "H", "H", "H", "P", "C", "C", "H", "H", "H", "C", "H", "H", "H", "H", "H", "H", "C", "O", "N", "C", "N", "C", "N"], "positions_angstrom": [[-5.05530, -1.67005, -3.66413], [-3.61872, -1.79409, -3.44787], [-5.46955, -2.22145, -4.54078], [-5.24412, -0.57957, -3.77317], [-5.52793, -2.03118, -2.72444], [-2.57031, -2.23060, -3.76857], [-3.19501, -0.13408, -1.04789], [-0.46603, -0.38435, -0.65446], [-0.86080, -2.11380, 1.32729], [0.58952, -3.16301, 1.58350], [-1.26509, -1.58584, 3.02858], [-1.45907, -2.47094, 3.65552], [-2.38511, -3.94322, 1.75448], [-2.15627, -0.93658, 3.02233], [-3.12561, -2.74641, 0.63223], [1.41476, -2.56328, 1.99302], [-0.41020, -1.03563, 3.43928], [-2.20156, -3.28254, 0.89530], [0.33510, -3.96486, 2.29663], [-1.86408, -3.87451, 0.03160], [0.91394, -3.60939, 0.63415], [-0.04826, 2.03506, -1.67996], [1.63940, 2.20101, -2.30694], [-1.10921, 2.29898, -3.14728], [-1.26341, 3.60372, -0.26608], [-0.10265, 4.44290, -1.35574], [0.49705, 3.57904, 0.09357], [-0.25315, 3.56625, -0.70569], [-2.16984, 2.13673, -2.90460], [-0.96264, 3.32613, -3.51019], [1.72804, 3.14865, -2.86369], [1.88689, 1.36375, -2.97256], [-0.79788, 1.58021, -3.91955], [2.34946, 2.20706, -1.46813], [1.75077, -1.05630, -0.98140], [2.87623, -1.09025, -0.72052], [0.83779, 0.71826, 1.20552], [1.67653, 1.08872, 1.94757], [2.42651, 1.60756, 2.86881], [3.72013, 1.36268, 2.85335], [4.88480, 1.25388, 2.98843]], "nbo_charge": [-0.806, 0.908, 0.343, 0.324, 0.324, -0.315, -0.270, 0.903, 1.013, -0.968, -0.933, 0.274, 0.274, 0.266, 0.258, 0.279, 0.282, -0.956, 0.280, 0.249, 0.249, 1.015, -0.969, -0.957, 0.266, 0.274, 0.282, -0.933, 0.258, 0.274, 0.280, 0.249, 0.249, 0.279, 0.564, -0.312, -0.815, 0.636, -0.622, 0.382, -0.375]}


No. 3
{"formula": "C6H6Br2O", "method": "ωB97M-V/def2-TZVPD", "total_charge": 0, "orbital_gap_ev": 8.809, "energy_ha": -5455.365549, "smiles": "O/C(Br)=C/C=C\\C=C\\Br", "relative_energy_kj_mol": 356.3, "species": ["C", "C", "C", "C", "C", "C", "O", "Br", "Br", "H", "H", "H", "H", "H", "H"], "positions_angstrom": [[-0.60383, 1.27768, -1.11945], [-1.35073, 1.04045, -0.06492], [0.75120, 0.70560, -1.23136], [-1.04042, 0.15505, 1.00911], [1.38423, -0.21049, -0.46978], [-0.50761, -1.07781, 0.81973], [-0.07105, -1.79175, 1.89675], [3.36872, -0.03268, -0.33725], [-1.16758, -2.17186, -0.65502], [-0.89665, 1.88503, -1.95631], [-2.17916, 1.71217, 0.16030], [1.43404, 1.43652, -1.67695], [-1.00264, 0.63891, 2.09199], [1.17572, -1.12726, -0.03834], [0.70577, -2.43955, 1.57151]], "nbo_charge": [-0.205, -0.200, -0.277, -0.315, -0.163, 0.248, -0.679, -0.037, 0.043, 0.224, 0.216, 0.230, 0.247, 0.176, 0.492]}


No. 4
{"formula": "C4H8OS2", "method": "ωB97M-V/def2-TZVPD", "total_charge": 1, "s2": 0.757, "orbital_gap_ev": [6.928, 4.901], "energy_ha": -1028.420376, "spin_multiplicity": 2, "relative_energy_kj_mol": 78.7, "species": ["C", "C", "O", "C", "S", "S", "C", "H", "H", "H", "H", "H", "H", "H", "H"], "positions_angstrom": [[1.01496, 0.28887, -1.67092], [-0.03181, -0.11783, -2.60600], [0.08889, -0.93995, -3.47923], [0.83082, 1.26541, -0.47487], [-0.59486, 1.05941, 0.47869], [0.10397, -0.98406, 1.66203], [-0.84521, -0.60461, 3.08419], [1.16491, -0.70494, -1.14980], [2.00987, 0.33766, -2.14600], [-1.04139, 0.22273, -2.43580], [0.95772, 2.31329, -0.88565], [1.69797, 0.82900, 0.09184], [-1.49801, 0.29325, 3.10168], [-0.16758, -0.48238, 3.98777], [-1.42942, -1.52265, 3.19514]], "nbo_charge": [-0.520, 0.410, -0.432, -0.680, 0.570, 0.395, -0.844, 0.252, 0.291, 0.126, 0.299, 0.305, 0.285, 0.280, 0.263]}


Question: Number 1 is which compound?
Answer: C5H6O3